(1)
A 6-piece molecular cluster, C15H30Cl6O3 overall, computed with the ωB97M-V functional and the def2-TZVPD basis.

HOMO energy ... -0.3510 Ha
SMILES string ... C1CCOC1.C1CCOC1.C1CCOC1.ClCCl.ClCCl.ClCCl
Relative energy (zero: lowest compared OMol25 entry of this formula, charge and spin) ... 0.000 eV
Net charge ... 0
Gap between HOMO and LUMO ... 10.046 eV

CARTESIAN COORDINATES (ANGSTROEM)
Cl1 -0.6440 2.8304 1.8974
Cl2 -4.3741 0.5667 2.6957
Cl3 1.4054 -1.2528 -4.6850
Cl4 0.7585 1.1134 -0.0244
Cl5 -5.8660 3.0156 2.0345
Cl6 -0.4564 0.9264 -4.0386
O1 5.0673 3.0655 -0.1597
O2 -3.4786 -2.7601 -2.2807
O3 -0.0381 -1.9004 1.6005
C1 5.9349 3.8620 0.6623
C2 -0.8257 -3.0665 1.4473
C3 -2.8040 -1.5563 -2.6428
C4 0.9543 -3.0210 -0.1901
C5 1.0452 0.0937 -3.6025
C6 -0.3448 -3.7563 0.1561
C7 -4.6231 1.8822 1.5087
C8 5.1454 4.0741 1.9241
C9 -4.4273 -2.4579 -1.2549
C10 4.3317 2.2139 0.6943
C11 -0.6590 1.2993 1.0125
C12 -3.3108 -0.4410 -1.7061
C13 4.5687 2.6818 2.1376
C14 1.2433 -2.1802 1.0517
C15 -3.8324 -1.2605 -0.5281
H1 0.8300 -2.3706 -1.0611
H2 3.2670 2.2662 0.4558
H3 4.3698 4.8219 1.7351
H4 6.8491 3.2796 0.8575
H5 -2.9258 -1.3396 -3.7053
H6 0.9552 -0.2691 -2.5858
H7 -4.9268 1.4090 0.5858
H8 3.6219 2.6806 2.6799
H9 1.7768 -3.6869 -0.4532
H10 -1.7291 -1.7119 -2.4809
H11 -0.1822 -4.8248 0.3008
H12 5.2517 2.0357 2.6880
H13 -1.8625 -2.7362 1.3850
H14 -4.1655 0.0837 -2.1404
H15 1.7358 -1.2412 0.8205
H16 -1.5372 1.2864 0.3773
H17 -1.1039 -3.6852 -0.6244
H18 -4.5462 -3.3498 -0.6441
H19 6.2399 4.7426 0.1022
H20 4.6097 1.1592 0.5635
H21 1.8466 0.8189 -3.6758
H22 -3.6910 2.4288 1.4469
H23 1.8474 -2.7359 1.7807
H24 -4.5983 -0.7725 0.0784
H25 -0.6871 0.4702 1.7105
H26 -2.5508 0.2905 -1.4411
H27 -0.7447 -3.7427 2.3066
H28 -3.0618 -1.5755 0.1783
H29 -5.3888 -2.1794 -1.7038
H30 5.7307 4.4760 2.7532

Atoms 1-3, force components in eV/Å:
Cl -0.012 -0.034 0.013
Cl 0.003 0.189 -0.144
Cl -0.027 -0.038 0.064

Löwdin atomic charge list, values in e, 5 entries: 0.53 0.50 0.51 0.60 0.53

***

(2)
CHCrO3 as an isolated structure at a distorted geometry, computed with the ωB97M-V functional and the def2-TZVPD basis.

HOMO energy (spin up / spin down) ... -0.8561 / -0.8672 Ha
Spin multiplicity ... 4
Relative energy (zero: lowest compared OMol25 entry of this formula, charge and spin) ... 0.000 eV
Net charge ... +2
Gap between HOMO and LUMO (spin up / spin down) ... 7.103 / 9.461 eV

CARTESIAN COORDINATES (ANGSTROEM)
Cr1 1.6617 0.9918 -0.2096
O1 0.7257 -0.4805 0.6814
O2 -0.2068 0.7912 -0.8146
O3 -1.4441 -0.7360 0.1629
C1 -0.3336 -0.0361 0.1424
H1 -1.2247 -1.6315 -0.1915

Atoms 1-3, force components in eV/Å:
Cr -0.133 -0.285 -0.205
O 1.341 2.211 0.363
O 1.792 2.018 1.143

Löwdin atomic charge list, values in e, 5 entries: 1.77 0.14 0.17 0.31 -0.60

***

(3)
An isolated ion of composition C10H21N2O2 and charge +1 at a distorted geometry, computed with the ωB97M-V functional and the def2-TZVPD basis.

HOMO energy ... -0.4968 Ha
SMILES string ... C=N[C@@](O)(OC(C)(C)C)C(=[NH2+])C(C)C
Relative energy (zero: lowest compared OMol25 entry of this formula, charge and spin) ... 3.901 eV
Net charge ... +1
Gap between HOMO and LUMO ... 9.854 eV

CARTESIAN COORDINATES (ANGSTROEM)
O1 -0.7297 1.0076 2.0559
O2 -0.7539 0.1854 -0.2464
N1 1.4589 -0.2368 1.8101
N2 -0.9163 2.6241 0.3163
C1 -1.6202 -1.8283 0.8610
C2 -0.2887 1.2086 0.6958
C3 3.3594 1.0864 -0.0234
C4 -3.0738 0.2238 0.2039
C5 -1.8737 -0.7005 -0.1835
C6 2.5403 -1.3293 -0.6270
C7 1.1550 0.2858 0.6921
C8 2.1265 0.2012 -0.3861
C9 -1.9876 -1.2778 -1.5229
C10 -0.5244 3.2950 -0.6274
H1 -2.9742 -1.8326 -1.5727
H2 -2.0013 -0.4531 -2.1750
H3 1.9837 -1.0994 1.8452
H4 3.3480 1.1371 1.1018
H5 0.2615 3.1794 -1.2812
H6 -1.7531 -1.3722 1.9263
H7 2.9733 -1.4553 -1.5310
H8 -3.9818 -0.3173 0.2305
H9 0.8822 -0.0771 2.5490
H10 3.2938 2.1816 -0.4096
H11 -1.1418 4.2344 -0.9140
H12 -0.9641 -1.7986 -1.7485
H13 -1.5701 1.6605 2.2122
H14 1.6145 0.3980 -1.3060
H15 -2.9617 0.6014 1.2549
H16 -0.4756 -2.0362 1.0124
H17 -3.1950 1.1065 -0.5111
H18 -2.2008 -2.6862 0.6637
H19 3.2364 -1.7779 0.1389
H20 4.2425 0.6793 -0.4387
H21 1.5466 -1.7948 -0.5728

Atoms 1-3, force components in eV/Å:
O -2.043 2.530 -1.411
O 2.172 1.598 0.152
N 0.740 -1.824 -1.198

Löwdin atomic charge list, values in e, 5 entries: -0.06 -0.09 0.28 0.10 0.00

***

(4)
An isolated ion of composition C3H7N2O and charge +1 at a distorted geometry, computed with the ωB97M-V functional and the def2-TZVPD basis.

HOMO energy ... -0.4617 Ha
SMILES string ... C=[NH+]/C([O-])=C/[NH3+]
Relative energy (zero: lowest compared OMol25 entry of this formula, charge and spin) ... 3.187 eV
Net charge ... +1
Gap between HOMO and LUMO ... 7.612 eV

CARTESIAN COORDINATES (ANGSTROEM)
O1 0.6447 -1.2453 1.0322
N1 -1.6931 -1.2097 0.1968
N2 1.4626 0.7137 0.1786
C1 0.4227 -0.2442 0.4218
C2 -0.8073 0.0154 -0.1342
C3 1.6070 1.5546 -0.7183
H1 -2.7357 -0.9060 0.3260
H2 0.6907 1.6072 -1.3112
H3 2.5945 2.1703 -0.6613
H4 2.2543 0.3937 0.8118
H5 -1.3751 -1.6750 1.0278
H6 -1.6664 -1.9586 -0.5261
H7 -1.3989 0.7839 -0.6438

Atoms 1-3, force components in eV/Å:
O 2.168 -2.165 1.899
N -2.439 1.501 -1.434
N 2.918 -2.663 3.305

Löwdin atomic charge list, values in e, 5 entries: 0.07 0.15 0.10 -0.59 -0.04

***

(5)
A 2-piece molecular cluster, C6H10NO2 overall at a distorted geometry, computed with the ωB97M-V functional and the def2-TZVPD basis.

HOMO energy (spin up / spin down) ... -0.4725 / -0.4725 Ha
Relative energy (zero: lowest compared OMol25 entry of this formula, charge and spin) ... 2.158 eV
Net charge ... +1
Gap between HOMO and LUMO (spin up / spin down) ... 7.429 / 7.435 eV

CARTESIAN COORDINATES (ANGSTROEM)
O1 -4.3545 0.9530 0.4391
O2 -2.0519 -1.5839 -0.5063
N1 0.6589 -1.2323 -0.3634
C1 0.4303 0.1284 0.1126
C2 -2.5835 -0.5840 -0.1294
C3 -3.7531 0.0267 0.0761
C4 1.4696 -2.0452 0.5714
C5 0.8319 1.2074 -0.5373
C6 0.5917 2.5906 -0.0599
H1 2.4351 -1.5693 0.7309
H2 -0.0566 2.6068 0.8124
H3 1.3629 1.1189 -1.4773
H4 0.9549 -2.1273 1.5263
H5 -0.0830 0.1747 1.0605
H6 0.1472 3.1844 -0.8568
H7 1.1233 -1.1992 -1.2786
H8 1.5424 3.0592 0.1979
H9 -0.2895 -1.6660 -0.4842
H10 1.6238 -3.0428 0.1659

Atoms 1-3, force components in eV/Å:
O -0.006 -0.341 -0.148
O -0.368 0.104 0.043
N -0.222 -0.092 -0.356

Löwdin atomic charge list, values in e, 5 entries: 0.23 0.09 0.00 -0.12 -0.12

***

(6)
C19H14FeO3S as an isolated structure at a distorted geometry, computed with the ωB97M-V functional and the def2-TZVPD basis.

HOMO energy (spin up / spin down) ... -0.5048 / -0.5516 Ha
Spin multiplicity ... 5
Net charge ... +2
Gap between HOMO and LUMO (spin up / spin down) ... 7.393 / 5.589 eV

CARTESIAN COORDINATES (ANGSTROEM)
Fe1 0.5784 -3.0501 -2.5264
S1 -1.9772 1.4662 -0.8191
O1 0.5998 -5.4403 -4.2268
O2 -2.2572 -3.3788 -1.9606
O3 1.3149 -4.6214 -0.1581
C1 0.3329 -1.6072 -3.9979
C2 -0.9112 1.1801 4.1899
C3 -1.4348 1.3928 1.7877
C4 -1.4998 2.1621 0.6042
C5 -0.0520 -0.6878 -2.9018
C6 -0.7299 4.1092 1.8481
C7 -0.1767 3.8853 4.2648
C8 2.0183 -1.6342 -1.8253
C9 -0.4602 1.7432 5.3771
C10 2.4883 -2.1434 -3.0409
C11 0.9885 -4.0382 -1.1007
C12 -0.6288 3.3447 3.0463
C13 -1.0027 1.9459 3.0001
C14 0.5625 -4.5263 -3.5199
C15 -1.1516 3.5549 0.6690
C16 1.6228 -2.1060 -4.1360
C17 0.7282 -1.1204 -1.7206
C18 -1.1294 -3.1996 -2.1956
C19 -0.0879 3.1094 5.4146
H1 -1.2297 4.1394 -0.2471
H2 -1.1420 -0.7455 -2.6995
H3 2.6439 -1.7050 -0.9359
H4 -1.2026 0.1296 4.1474
H5 0.3324 -0.8087 -0.7434
H6 -0.4570 5.1644 1.8943
H7 0.0519 0.3901 -3.1209
H8 1.9286 -2.5465 -5.0832
H9 -1.7232 0.3471 1.7322
H10 -0.3889 1.1425 6.2884
H11 0.2681 3.5475 6.3510
H12 -0.3757 -1.7063 -4.8279
H13 0.1047 4.9392 4.2803
H14 3.4543 -2.6280 -3.1077

Atoms 1-3, force components in eV/Å:
Fe -0.154 2.881 -0.318
S -0.409 -0.381 -0.815
O -0.150 2.805 2.232

Löwdin atomic charge list, values in e, 5 entries: 0.20 1.04 0.24 0.22 0.23